# 1
{"formula": "CH32O19", "method": "the ωB97M-V functional and the def2-TZVPD basis", "elements": ["C", "O", "O", "O", "O", "H", "H", "O", "H", "H", "O", "H", "H", "O", "H", "H", "O", "H", "H", "O", "H", "H", "O", "H", "H", "O", "H", "H", "O", "H", "H", "O", "H", "H", "O", "H", "H", "O", "H", "H", "O", "H", "H", "O", "H", "H", "O", "H", "H", "O", "H", "H"], "coordinates": [[0.190120, -0.109325, 0.175492], [-0.384503, -1.097461, 0.848032], [-0.292393, 1.085557, 0.408491], [0.963434, -0.429911, -0.815178], [2.652686, -1.862848, -2.265828], [2.161447, -1.410558, -1.567256], [2.112296, -2.143802, -2.950400], [-1.465047, -3.027308, 2.966143], [-2.038649, -3.132130, 2.137472], [-1.561327, -2.093827, 3.118963], [-1.249372, -0.372721, 3.132859], [-1.553526, 0.463136, 2.775158], [-0.809142, -0.615164, 2.331426], [-0.772667, -1.354608, -2.341666], [-1.191686, -2.162898, -2.133441], [-0.131920, -1.138173, -1.644067], [-2.779177, -1.674315, 0.448496], [-2.948493, -1.537602, -0.502530], [-1.863956, -1.359417, 0.511508], [1.889222, 2.428213, -0.576588], [1.274562, 1.725295, -0.544881], [1.822686, 2.774201, -1.483157], [-2.707885, 0.994941, 1.050635], [-3.047477, 0.241700, 0.535657], [-1.804620, 1.077002, 0.784785], [1.142466, 1.313355, 2.727577], [0.688498, 1.116565, 1.904452], [1.318469, 0.454689, 2.993431], [0.578421, 1.073284, -3.925394], [-0.029028, 0.615692, -3.349116], [1.412240, 1.065025, -3.439892], [0.976543, -3.250186, 0.311829], [0.933502, -3.822071, -0.445910], [0.378288, -2.543098, 0.171321], [3.208651, -0.469036, 0.390922], [2.309546, -0.478908, 0.001701], [3.280212, -1.269615, 0.890224], [-3.092118, 3.396972, -0.569881], [-3.689460, 2.691666, -0.336282], [-2.275711, 2.923751, -0.822740], [1.483027, -1.554995, 2.634842], [0.839360, -1.625974, 1.937510], [1.085324, -1.955862, 3.370177], [-0.687921, 3.650179, 0.750898], [-0.962054, 3.905099, 1.653942], [-0.470001, 2.687226, 0.823679], [-1.454210, 1.528950, -1.882667], [-0.931307, 1.329211, -1.106008], [-1.051498, 2.293292, -2.369603], [2.942489, 0.779483, -2.553706], [2.726461, -0.184389, -2.488990], [2.875199, 1.061720, -1.672438]], "forces_ev_per_angstrom": [[-2.8651, -1.3630, -0.1763], [1.9187, 1.5346, -1.4783], [2.5843, -2.1410, -0.9700], [-0.9801, 1.8703, 1.7658], [2.5502, 0.1744, 1.4350], [-0.6436, -0.6974, 0.1041], [-2.0822, -0.5843, -1.6611], [-1.3668, -1.6543, -1.8838], [1.3064, 0.1414, 1.6316], [-0.1723, 1.1868, 0.4498], [-0.6144, 0.6760, 1.6121], [-0.8867, 0.5290, 0.5211], [0.9106, -0.9655, -1.1112], [-0.2270, 0.6792, -1.2585], [-0.5455, -1.2982, 0.4520], [0.2475, -0.1129, -0.0158], [-1.4833, -0.4896, -1.4063], [-0.1032, -0.3104, 0.4499], [0.7640, 0.0182, 0.5444], [1.6025, 1.8148, -0.7982], [-1.2431, -1.0451, 0.1707], [-0.0654, -0.1505, 0.5058], [-2.6122, -0.0166, 0.3108], [0.1735, 0.2361, 0.7134], [1.1474, 0.1599, -0.3554], [-0.3486, 2.6508, -0.5416], [-0.0736, 0.7906, -0.0876], [0.8574, -2.8383, 1.2717], [-0.1176, 0.4072, -0.7688], [-0.5538, -0.3278, 0.3126], [0.5678, -0.0059, 0.2089], [1.4329, -1.8482, 0.4201], [0.0319, -0.1966, -0.4811], [-1.2309, 1.3909, -0.0617], [0.3899, 0.7137, -0.4652], [0.8294, -0.0422, 0.4686], [-0.1475, -0.6937, 0.5456], [-0.1227, 0.6720, -0.5893], [-0.0225, -0.4321, 0.2512], [-0.6303, 0.2434, 0.2969], [2.0611, 0.8362, -0.2410], [-0.5384, -0.2878, -0.5895], [-0.9559, -0.9469, 1.5100], [0.2280, -0.2828, 1.0563], [0.1346, -0.2794, -0.8280], [0.0506, 1.3424, -0.0520], [-0.4964, 1.2135, -1.8603], [0.6555, 0.3154, 0.4074], [-0.2302, -1.2229, 0.8037], [0.1220, -1.1507, -2.2762], [0.7833, 0.8382, -0.4657], [0.0096, 0.9492, 2.2035]], "homo_lumo_gap_ev": 9.24, "e_homo_ev": -4.3505, "lumo_ha": 0.1796, "charge": -2, "spin_multiplicity": 1}

---

# 2
{"formula": "CH33O19", "method": "the ωB97M-V functional and the def2-TZVPD basis", "elements": ["C", "O", "O", "O", "H", "O", "H", "H", "O", "H", "H", "O", "H", "H", "O", "H", "H", "O", "H", "H", "O", "H", "H", "O", "H", "H", "O", "H", "H", "O", "H", "H", "O", "H", "H", "O", "H", "H", "O", "H", "H", "O", "H", "H", "O", "H", "H", "O", "H", "H", "O", "H", "H"], "coordinates": [[0.439227, -0.261237, 0.224369], [1.247832, -0.033004, 1.159300], [0.593715, 0.296793, -0.955369], [-0.499802, -1.019153, 0.385394], [0.129278, -0.105130, -1.668116], [2.957219, 0.635855, 3.124341], [2.760990, 1.562377, 3.018054], [2.239945, 0.247544, 2.580734], [-2.572363, -0.535305, 2.272539], [-3.509395, -0.294059, 2.049747], [-2.792830, -1.214292, 2.869908], [1.164899, 3.083497, 0.071636], [1.064088, 2.730315, -0.786589], [0.749170, 3.921163, 0.004202], [-3.509767, -2.435010, -1.009204], [-3.169508, -1.624845, -0.667886], [-3.234730, -3.032428, -0.325542], [1.461970, 0.466610, -3.946252], [1.603055, 0.788405, -4.852104], [0.923505, -0.251786, -3.940056], [-0.734360, 1.811291, 2.068624], [-0.019722, 1.884676, 1.516815], [-1.314697, 1.152890, 1.839698], [0.346443, 0.574901, 4.178595], [0.161827, 1.120917, 3.395610], [0.361027, -0.303578, 3.843423], [-2.607642, 0.085013, -0.472544], [-2.091735, 0.695500, -0.998066], [-1.871962, -0.364754, 0.068905], [0.572770, 2.720035, -2.961467], [-0.008760, 3.229888, -3.563327], [0.821469, 1.881987, -3.370513], [-1.152310, -0.130498, -3.047770], [-1.652032, -0.959346, -3.090893], [-1.740426, 0.513082, -3.477759], [-0.970393, -4.009931, 2.032153], [-0.193438, -4.318569, 1.573689], [-0.776616, -3.089179, 2.244232], [3.513525, 1.271005, -0.435198], [2.580482, 0.990716, -0.282262], [3.692711, 1.090672, -1.363490], [-0.058717, -1.799366, 2.920658], [0.556297, -1.699567, 2.203914], [-0.817722, -1.289650, 2.652876], [-0.225298, -2.787557, -1.575379], [0.644906, -2.426762, -1.781738], [-0.501603, -2.215336, -0.834902], [3.363619, -1.777427, 0.649946], [2.652603, -1.169398, 0.412850], [4.138395, -1.484314, 0.132252], [-1.573118, 2.830178, -1.047403], [-0.857416, 2.263694, -1.296053], [-2.284602, 2.782479, -1.744584]], "forces_ev_per_angstrom": [[1.5775, -0.1953, 2.9429], [0.1950, 0.6988, -2.0886], [2.2295, 2.2922, -0.5911], [-2.4767, -2.1633, -0.0930], [-1.3276, -0.7036, -0.7673], [0.0433, -0.4927, -0.3972], [0.0477, 0.5262, 0.1356], [0.7692, 0.1061, 0.4920], [-1.9604, 1.2762, -1.0245], [1.4088, 0.3259, -0.3891], [0.1846, -1.6636, 1.6069], [0.6334, -0.4119, 1.6503], [0.1162, -0.7371, -1.6870], [-0.7111, 1.2328, 0.1082], [-0.6501, -0.9525, -0.5411], [0.2991, 1.7322, -0.0693], [0.1924, -0.9703, 0.3657], [3.1562, 3.5382, -0.5500], [-0.1175, -0.6138, 0.3918], [-2.7372, -3.2775, -0.2622], [-0.8915, 2.9767, 3.2922], [2.6299, 0.1924, -2.5953], [-1.9441, -2.5487, -1.0731], [-0.2567, 1.4724, 0.9555], [-0.2337, -0.1074, 0.3713], [0.2210, -1.1829, -0.2108], [0.2155, -0.3677, 0.8701], [-0.1445, 0.2343, -0.0875], [-0.8963, 0.4801, -0.7044], [-0.7351, 1.2870, -0.0941], [0.6355, -0.6260, 0.5709], [0.0410, -0.3289, -0.1881], [-0.4870, 0.0338, -0.8273], [0.1006, -0.1640, 0.4533], [0.3864, -0.1946, 0.2790], [-0.9519, -1.0255, -0.3478], [0.2779, -0.1215, -0.2483], [0.3579, 0.0730, 0.3556], [-0.4966, -0.3454, -0.1110], [0.9481, 0.3405, 0.0706], [-0.1972, 0.0202, 0.0115], [-0.0875, -0.6773, 1.4111], [0.6182, 0.5043, -0.6390], [-0.1961, 0.7048, -0.4540], [0.2147, 0.1474, -0.5955], [0.1110, -0.3383, 0.0163], [-0.2080, -0.1421, 0.2152], [0.7055, -0.4600, -0.7549], [0.2177, 0.3110, 0.4082], [-0.6902, -0.0025, 0.5281], [-2.3049, 0.8119, -0.5727], [0.7881, -0.4417, -0.6367], [1.3803, -0.0622, 1.0980]], "homo_lumo_gap_ev": 7.47, "e_homo_ev": -5.9789, "lumo_ha": 0.0549, "charge": -1, "spin_multiplicity": 1}

---

# 3
{"formula": "CH3AgLiO", "method": "the ωB97M-V functional and the def2-TZVPD basis", "elements": ["O", "C", "Ag", "H", "H", "Li", "H"], "coordinates": [[0.076572, 0.120132, 0.431984], [-1.257893, 0.184334, 0.478602], [1.457779, 0.703534, 2.138502], [-1.838680, -0.353639, -0.282602], [-1.745412, 0.435321, 1.429921], [0.855413, -0.501753, -1.120252], [2.452220, -0.587928, -3.076155]], "forces_ev_per_angstrom": [[0.4945, 0.1718, 0.3269], [-0.2389, -0.1076, 0.4995], [-0.6163, -0.3043, -0.7970], [0.2518, 0.1578, 0.2882], [0.1289, -0.0296, -0.4837], [0.7045, 0.0745, -0.8624], [-0.7245, 0.0375, 1.0286]], "homo_lumo_gap_ev": [3.26, 3.26], "e_homo_ev": [-5.9275, -5.9362], "lumo_ha": [-0.0981, -0.0985], "spin_multiplicity": 2}

---

# 4
{"formula": "CH3Br2P", "method": "the ωB97M-V functional and the def2-TZVPD basis", "elements": ["Br", "C", "P", "Br", "H", "H", "H"], "coordinates": [[2.340170, 0.709182, -0.540721], [0.640432, -0.261979, -0.197536], [-0.687034, 0.996316, 0.248496], [-2.440262, 0.221388, -0.701326], [0.183795, -0.830950, -0.952150], [0.849398, -1.020065, 0.756799], [-0.886497, 0.186106, 1.386435]], "forces_ev_per_angstrom": [[-0.8838, -0.7695, -0.1950], [0.8640, -0.5674, 3.6243], [1.6373, 0.0347, 1.4423], [-1.2826, -0.6451, -1.0270], [0.4256, -0.8293, -1.6215], [-0.4298, 2.1572, -2.6660], [-0.3307, 0.6194, 0.4430]], "homo_lumo_gap_ev": 10.11, "smiles": "BrCPBr", "e_homo_ev": -9.7483, "lumo_ha": 0.0132, "spin_multiplicity": 1}

---

# 5
{"formula": "CH3Br2P", "method": "the ωB97M-V functional and the def2-TZVPD basis", "elements": ["C", "P", "Br", "Br", "H", "H", "H"], "coordinates": [[-0.740170, -0.955082, -0.208141], [0.187573, 0.384377, -0.004872], [0.485930, 1.508519, 2.084440], [2.431680, 0.433525, -0.788767], [-1.751488, -0.938794, -0.612359], [-0.265979, -1.888944, 0.072272], [-0.347545, 1.456399, -0.542573]], "forces_ev_per_angstrom": [[1.1306, -0.0412, 0.1079], [1.3775, -0.9178, 1.0221], [0.1418, -0.8211, -1.0119], [-1.8320, -0.1819, 0.8183], [0.3900, 0.2843, 0.1700], [-0.3549, -0.0502, 0.0053], [-0.8530, 1.7280, -1.1117]], "homo_lumo_gap_ev": 7.48, "smiles": "C=[PH](Br)Br", "e_homo_ev": -8.9721, "lumo_ha": -0.0547, "spin_multiplicity": 1}

---

# 6
{"formula": "CH3Br3OSi", "method": "the ωB97M-V functional and the def2-TZVPD basis", "elements": ["C", "O", "Si", "Br", "Br", "Br", "H", "H", "H"], "coordinates": [[-2.663893, -0.967900, -0.178757], [-1.679099, -0.498915, -0.798544], [-0.315822, 0.197920, -0.142047], [-3.382684, 2.491443, 0.459896], [-4.126088, -1.271904, -1.208373], [-2.857855, -1.633525, 1.553891], [-0.528752, 0.325214, 1.340033], [-0.207089, 1.501786, -0.643411], [1.003138, -0.709604, -0.344686]], "forces_ev_per_angstrom": [[-1.1364, 0.2151, -0.2446], [-0.8968, -1.1937, 0.2916], [3.3595, -0.1473, 2.6580], [0.3448, -0.9553, -0.1377], [-0.6337, -0.0039, -0.4745], [0.8016, 0.5318, -0.3500], [-0.0462, -0.3501, -0.6340], [0.0959, 1.0436, -0.9680], [-1.8887, 0.8597, -0.1409]], "homo_lumo_gap_ev": 4.94, "e_homo_ev": -7.5008, "lumo_ha": -0.0943, "spin_multiplicity": 1}

---

# 7
{"formula": "CH3BrClN3", "method": "the ωB97M-V functional and the def2-TZVPD basis", "elements": ["C", "N", "N", "N", "Cl", "Br", "H", "H", "H"], "coordinates": [[-0.237048, -0.551439, 0.191313], [0.659532, -1.323859, 0.637957], [-0.137327, 0.512443, -0.662329], [-1.457749, -0.960186, 0.718846], [-4.644675, 0.948871, 0.277699], [-2.929487, -0.662285, -0.160387], [0.123018, -2.125276, 0.993193], [0.708544, 0.952596, -0.620635], [-0.856591, 1.130525, -0.494641]], "forces_ev_per_angstrom": [[0.0844, 0.0844, 0.4799], [0.8033, -0.5165, -1.1082], [-0.8880, -2.4254, 0.2543], [-1.5908, -0.1487, 0.0977], [0.6470, -0.1221, -0.0426], [-0.7860, -0.0442, -0.3631], [0.7326, 0.1810, 0.7762], [2.8349, 1.1621, -0.1660], [-1.8374, 1.8293, 0.0717]], "homo_lumo_gap_ev": 6.88, "e_homo_ev": -9.7397, "lumo_ha": -0.1050, "spin_multiplicity": 1}

---

# 8
{"formula": "CH3BrClOP", "method": "the ωB97M-V functional and the def2-TZVPD basis", "elements": ["C", "O", "P", "Cl", "Br", "H", "H", "H"], "coordinates": [[-0.123452, -0.630230, -0.565125], [0.535741, -1.795871, -0.016351], [-0.691571, 1.591056, 0.146254], [-1.534251, 1.333307, 1.929866], [1.427006, 2.394082, 0.635755], [1.411306, -1.690932, -0.249080], [-1.150419, -0.737738, -0.288476], [0.125640, -0.463674, -1.592843]], "forces_ev_per_angstrom": [[-0.7866, -0.1873, 2.0923], [-3.3217, 2.4741, 0.2424], [2.6677, -1.4792, -1.2890], [-0.1999, -0.2782, 0.8042], [-0.9075, -0.2186, -0.0641], [3.2259, 0.0333, -0.6060], [-0.6635, -0.6396, -0.7081], [-0.0143, 0.2955, -0.4717]], "homo_lumo_gap_ev": 8.38, "e_homo_ev": -8.6028, "lumo_ha": -0.0080, "spin_multiplicity": 1}

---

# 9
{"formula": "CH3BrN4", "method": "the ωB97M-V functional and the def2-TZVPD basis", "elements": ["C", "N", "N", "N", "N", "Br", "H", "H", "H"], "coordinates": [[0.743242, 1.027833, -1.255906], [-1.379883, -2.484655, 0.792358], [-1.307329, -1.365550, 0.948497], [-1.025782, -0.213922, 0.810781], [0.840547, 0.765705, -0.004104], [2.188563, -0.432901, 0.518372], [-0.111747, 1.708450, -1.377632], [1.172389, 0.569357, -2.118362], [-1.119996, 0.425686, 1.685996]], "forces_ev_per_angstrom": [[-1.5060, 0.1607, 2.1439], [-0.4541, 0.5459, 0.5199], [0.0641, -3.5765, -0.2045], [-1.1152, 4.0149, 2.1678], [1.6140, 1.2385, -1.7370], [0.0737, -0.2022, -0.2059], [0.4309, -0.0250, -0.4829], [0.7314, -0.3415, -0.2964], [0.1613, -1.8148, -1.9049]], "homo_lumo_gap_ev": 10.11, "e_homo_ev": -9.4963, "lumo_ha": 0.0226, "spin_multiplicity": 1}

---

# 10
{"formula": "CH3BrNO2S", "method": "the ωB97M-V functional and the def2-TZVPD basis", "elements": ["N", "C", "S", "O", "O", "Br", "H", "H", "H"], "coordinates": [[1.113764, -1.205013, 0.387567], [0.334231, -0.349748, 1.125185], [-0.755031, 0.551100, -0.131100], [-0.931829, -0.367850, -1.210269], [-2.088292, 0.916545, 0.430668], [-0.713258, 2.607853, -1.701910], [1.671135, -0.871571, -0.346755], [0.478320, -1.878046, -0.020265], [0.890961, 0.596729, 1.466879]], "forces_ev_per_angstrom": [[-0.9501, -1.4292, 1.0501], [1.0815, 3.0132, -0.2655], [-5.2369, 0.5025, 1.2627], [0.7504, -1.3800, -1.4757], [2.4614, 0.1107, 0.0677], [0.5767, 0.2100, 0.1582], [1.3191, 0.7574, -0.8292], [0.1995, -0.2508, -0.1381], [-0.2016, -1.5336, 0.1699]], "homo_lumo_gap_ev": [7.57, 7.57], "smiles": "NC=[S@@](=O)([O-])Br", "e_homo_ev": [-4.6021, -4.6021], "lumo_ha": [0.1092, 0.1092], "charge": -1, "spin_multiplicity": 1}

---

# 11
{"formula": "CH3BrO", "method": "the ωB97M-V functional and the def2-TZVPD basis", "elements": ["C", "O", "Br", "H", "H", "H"], "coordinates": [[-0.576424, 0.029453, -0.075703], [-0.152913, -0.897031, 0.787995], [-1.737358, 1.288766, 0.697250], [1.008753, 0.715697, -0.829414], [-0.928950, -0.548982, -0.978326], [0.027160, -0.817855, 1.700214]], "forces_ev_per_angstrom": [[3.2503, -0.3419, -1.7456], [-0.0904, -2.0567, -1.7305], [-0.2038, 0.5202, -0.2405], [-3.1147, -0.8369, 1.3858], [0.0691, 1.3208, 0.9842], [0.0895, 1.3946, 1.3466]], "homo_lumo_gap_ev": [9.20, 9.20], "e_homo_ev": [-9.1013, -9.1006], "lumo_ha": [0.0036, 0.0036], "spin_multiplicity": 1}

---

# 12
{"formula": "CH3BrO", "method": "the ωB97M-V functional and the def2-TZVPD basis", "elements": ["C", "O", "Br", "H", "H", "H"], "coordinates": [[0.046897, 0.345049, -0.004711], [-0.955553, -0.089810, 0.768856], [1.786834, 0.103090, 0.732989], [0.272036, -0.714005, -2.070738], [-0.381851, 1.223967, -0.628695], [-0.768363, -0.868291, 1.202299]], "forces_ev_per_angstrom": [[-1.3321, 0.5217, -1.9654], [-0.8485, 2.6662, -1.5578], [-0.3455, 0.5015, -0.3492], [-0.1488, 0.4014, 0.9762], [1.8041, -1.2582, 1.3169], [0.8707, -2.8327, 1.5792]], "homo_lumo_gap_ev": [7.81, 10.02], "e_homo_ev": [-8.1453, -9.8367], "lumo_ha": [-0.0122, 0.0068], "spin_multiplicity": 1}

---

Largest force on an atom
In order: 3.49, 4.77, 1.26, 3.77, 2.22, 4.29, 3.07, 4.15, 4.70, 5.41, 3.71, 3.36
Unit: eV/Å